67
Properties=species:S:1:pos:R:3 method="wB97M-V/def2-TZVPD" max_force_ev_per_a=2.61 e_lumo_ev=-0.66 charge=0 energy_ev=-59351.94523 e_homo_ev=-9.06 multiplicity=1 orbital_gap_ev=8.40
S 6.92 -22.57 -2.60
Na 10.26 -22.10 -1.23
Na 5.39 -20.43 -5.07
O 7.07 -21.69 -3.74
O 4.23 -22.72 -4.86
O 8.20 -21.15 0.38
O 7.18 -18.34 -4.94
O 4.16 -25.08 -2.01
O 8.26 -22.53 -5.99
O 6.34 -21.86 -1.47
O 5.05 -21.31 0.96
O 10.02 -21.07 -3.52
O 8.28 -23.01 -2.28
O 8.79 -25.20 -1.00
O 6.70 -25.42 -4.90
O 4.46 -20.21 -2.44
O 6.08 -23.69 -2.99
C 5.81 -22.03 1.93
C 3.26 -23.75 -5.13
C 8.36 -19.79 0.45
C 7.28 -22.98 -6.93
C 10.54 -20.73 -4.81
C 4.33 -26.35 -2.60
C 3.24 -20.89 -2.17
C 7.79 -26.16 -4.58
C 7.51 -25.68 -0.58
C 7.54 -18.59 -3.62
H 8.74 -25.68 -4.40
H 7.05 -22.13 -7.57
H 6.70 -24.67 -4.30
H 6.40 -23.33 -6.38
H 9.08 -21.24 -3.49
H 6.85 -19.30 -3.16
H 3.78 -24.68 -5.38
H 5.18 -22.29 2.78
H 8.61 -24.40 -1.51
H 4.91 -24.56 -2.30
H 3.06 -20.68 -1.11
H 11.53 -20.35 -4.57
H 7.39 -19.30 0.35
H 8.02 -26.79 -5.44
H 3.52 -26.99 -2.25
H 6.58 -21.42 2.42
H 2.31 -20.57 -2.63
H 8.77 -19.41 1.39
H 5.10 -20.80 -2.05
H 7.55 -26.83 -3.75
H 2.50 -23.53 -5.88
H 7.90 -22.47 -5.10
H 10.72 -21.64 -5.38
H 5.45 -21.58 0.13
H 4.77 -23.06 -4.15
H 5.31 -26.81 -2.45
H 7.49 -17.44 -5.11
H 6.76 -24.94 -0.31
H 7.47 -21.27 -0.24
H 9.00 -19.44 -0.37
H 4.23 -26.26 -3.68
H 7.18 -26.26 -1.45
H 7.68 -26.51 0.10
H 2.77 -23.96 -4.17
H 6.31 -22.91 1.52
H 8.55 -18.99 -3.63
H 7.65 -17.68 -3.04
H 7.73 -23.72 -7.59
H 3.44 -21.95 -2.30
H 9.92 -20.02 -5.36